one.
Here is a 5-piece molecular cluster, CH12N2O4 overall from the OMol25 dataset. Energies are from wB97M-V/def2-TZVPD.

Last column: natural (NBO) charge in e.
Atoms and positions in Å:
1 N -1.83713 -0.79990 0.03643  -0.5588
2 C -0.45852 -1.01111 0.06854  -0.1634
3 N -0.04677 -1.13084 1.33940  -0.4752
4 H -2.32524 -1.40365 0.68446  0.3693
5 H 0.10134 -0.13335 -0.44167  0.3715
6 H -0.16329 -1.89856 -0.49778  0.2904
7 H -0.29116 -0.29430 1.83524  0.3912
8 H 1.57916 0.20290 -2.08486  0.4727
9 H -2.10347 0.19814 0.24117  0.4443
10 O 2.27320 -1.00862 0.64214  -0.9455
11 H -0.79280 1.93124 -0.31183  0.4908
12 H 0.27391 2.93181 -1.13028  0.4783
13 O 0.08182 1.98150 -0.85917  -1.0073
14 H 1.04904 -1.16752 1.31923  0.4304
15 H -2.53481 2.41192 0.63854  0.4675
16 O -1.92747 1.71194 0.46775  -1.0525
17 H 3.13439 -1.03954 1.05427  0.4755
18 H 2.07229 -0.78145 -1.00398  0.4921
19 O 1.91552 -0.70061 -1.99762  -0.9712

## Properties
Net charge = 0
Molar mass = 116.1 g mol⁻¹
HOMO energy = -9.74 eV
Frontier orbital gap = 4.7 eV
Multiplicity = 1

two.
Here is CH12N2O4 as an isolated structure from the OMol25 dataset. Energies are from wB97M-V/def2-TZVPD.

Last column: natural (NBO) charge in e.
Atoms and positions in Å:
1 N -0.71567 0.05821 -1.18791  -0.6377
2 C -1.53338 -0.62242 -0.21086  -0.1368
3 N -1.07013 -0.45034 1.17740  -0.4450
4 H 0.21089 -0.33688 -1.33725  0.4262
5 H -1.46027 -1.66645 -0.49533  0.2387
6 H -2.52504 -0.19070 -0.39657  0.2648
7 H -1.00783 0.54017 1.45276  0.4329
8 H 1.02395 -3.04918 0.19085  0.4721
9 H -0.66322 1.02596 -0.85563  0.4063
10 O 0.69946 -2.15451 0.04041  -0.8646
11 H 0.81127 2.28120 0.38184  0.4803
12 H 1.90545 1.31676 -0.05650  0.4809
13 O 1.78035 2.21136 0.28832  -0.9746
14 H -1.64545 -1.01897 1.79579  0.3806
15 H -1.52529 2.81045 0.93559  0.4604
16 O -0.98879 2.05438 0.67343  -0.9258
17 H 1.49224 -1.51354 -0.39700  0.4723
18 H 3.08445 -0.69561 -0.95457  0.4677
19 O 2.12700 -0.59988 -1.04477  -0.9987

## Properties
Net charge = 0
Molar mass = 116.1 g mol⁻¹
HOMO energy = -9.71 eV
Frontier orbital gap = 4.2 eV
Multiplicity = 1

Relative to the most stable one, in kJ/mol, the structures come out at one 0.0; two 73.3.

one.
Here is the molecule C4H15NSi2 from the OMol25 dataset. Energies are from wB97M-V/def2-TZVPD.

Last column: natural (NBO) charge in e.
Atoms and positions in Å:
1 C 1.38256 -0.89765 -1.47845  -0.6452
2 C 1.02976 -1.38169 0.99749  -0.6187
3 C 1.00276 2.17938 -0.19763  -0.4226
4 C 1.31324 -0.32062 -0.07539  -0.0754
5 N 0.39213 0.86045 0.17647  -0.7075
6 Si -2.87311 -0.47670 1.14135  0.4225
7 Si -1.65299 0.68226 -0.47354  0.7367
8 H 0.75302 -1.69705 -1.82895  0.2176
9 H 1.21630 0.02984 -2.04033  0.2178
10 H 2.36838 -1.46060 -1.66801  0.2166
11 H 1.66403 -2.29864 0.80743  0.2060
12 H -0.10055 -1.79251 1.14006  0.2046
13 H 1.26041 -1.14740 2.09494  0.2213
14 H 1.52652 2.10391 -1.19399  0.1671
15 H 0.22497 2.95061 -0.27866  0.2065
16 H 1.67279 2.30375 0.62921  0.1982
17 H 2.25209 0.15312 0.13786  0.1931
18 H -1.97208 -0.85953 2.20316  -0.1299
19 H -3.90107 0.28771 1.78655  -0.1336
20 H -3.54342 -1.57083 0.61560  -0.1480
21 H -1.94114 0.30110 -1.86806  -0.1606
22 H -2.07461 2.05110 -0.62710  -0.1664

## Properties
Net charge = 0
Molar mass = 133.3 g mol⁻¹
SMILES = CC(C)N(C)[SiH2][SiH3]
HOMO energy = -8.34 eV
Frontier orbital gap = 9.0 eV
Multiplicity = 1

two.
Here is a 2-piece molecular cluster, C4H15NSi2 overall from the OMol25 dataset. Energies are from wB97M-V/def2-TZVPD.

Last column: natural (NBO) charge in e.
Atoms and positions in Å:
1 C -1.73560 -0.21030 1.29018  -0.6012
2 C 0.85994 0.36191 -2.86064  -0.3998
3 C -0.16178 -1.45081 -1.53759  -0.3804
4 C -0.24153 0.03284 1.39536  -1.1479
5 N 0.36966 -0.14434 -1.54957  -0.8874
6 Si 0.20807 0.99775 2.96382  0.9330
7 Si 0.56243 0.77237 -0.15395  1.5606
8 H -2.14716 0.67105 0.98565  0.2012
9 H -1.96955 -0.86761 0.54876  0.2031
10 H -2.01015 -0.60523 2.18498  0.2152
11 H 0.85822 -0.40637 -3.55647  0.2041
12 H 0.14944 1.16461 -3.14835  0.1909
13 H 1.81492 0.79187 -2.84598  0.2088
14 H 0.67697 -2.25226 -1.86203  0.1651
15 H -0.48813 -1.76055 -0.62950  0.1975
16 H -0.85008 -1.53250 -2.35919  0.1895
17 H 0.26099 -1.06091 1.36007  0.2795
18 H -0.84956 0.51917 3.84285  -0.1801
19 H 0.01160 2.35395 2.61336  -0.1809
20 H 1.42641 0.77479 3.67544  -0.1442
21 H 2.85834 -0.26765 0.18293  -0.4014
22 H 0.39655 2.11820 -0.54013  -0.2252

## Properties
Net charge = 0
Molar mass = 133.3 g mol⁻¹
HOMO energy = -7.46 eV
Frontier orbital gap = 7.6 eV
Multiplicity = 1

three.
Here is the molecule C4H15NSi2 from the OMol25 dataset. Energies are from wB97M-V/def2-TZVPD.

Last column: natural (NBO) charge in e.
Atoms and positions in Å:
1 C -2.30092 0.85011 -0.37584  -0.6124
2 C -1.33313 -1.46470 -0.23749  -0.6091
3 C -0.70880 0.19338 1.42558  -0.6174
4 C -1.01917 -0.00695 -0.05715  -0.4429
5 N 2.25524 0.08691 -0.81544  -1.5138
6 Si 3.16772 -0.01931 0.58074  1.1740
7 Si 0.52592 0.40296 -1.20318  1.3807
8 H -2.35258 0.90128 -1.52409  0.2059
9 H -3.29551 0.49220 -0.11827  0.2195
10 H -2.13119 1.78919 0.18250  0.2152
11 H -0.47992 -2.11159 -0.37876  0.2114
12 H -1.89762 -1.54810 -1.28957  0.2025
13 H -2.11441 -1.83057 0.60496  0.2073
14 H 0.31703 0.01607 1.73245  0.2236
15 H -0.81071 1.29990 1.71582  0.1981
16 H -1.43129 -0.34721 1.99806  0.2051
17 H 2.78677 -0.13668 -1.71132  0.4151
18 H 2.06937 0.44475 1.49197  -0.2296
19 H 3.53944 -1.20201 1.22149  -0.2126
20 H 4.30128 0.84880 0.58721  -0.2017
21 H 0.60057 1.75287 -1.35240  -0.2283
22 H 0.31192 -0.41128 -2.47726  -0.1904

## Properties
Net charge = 0
Molar mass = 133.3 g mol⁻¹
SMILES = CC(C)(C)[SiH2]N[SiH3]
HOMO energy = -9.59 eV
Frontier orbital gap = 10.3 eV
Multiplicity = 1

Relative to the most stable one, in kJ/mol, the structures come out at one 201.6; two 354.9; three 0.0.